DFT (the ωB97M-V functional and the def2-TZVPD basis) results for a 2-piece molecular cluster, C3H4NO2 overall in a non-equilibrium geometry.

Results
Energy above the lowest of the compared OMol25 structures with the same formula, charge and spin in kJ/mol: 738.96
Energy in eV: -8745.330

Structure (ORCA input):
```
! RIJCOSX wB97M-V def2-TZVPD def2/J DEFGRID3
* xyz 1 1
O 0.629 1.139 0.382
O 0.655 -0.884 -0.127
N -1.456 -0.066 0.702
C -0.727 -0.517 -0.399
C -0.734 0.920 0.032
C 1.305 0.135 0.178
H -1.393 -0.352 1.725
H -0.955 -1.292 -1.126
H -1.063 1.837 -0.530
H 3.739 -0.919 -0.838
*
```